# 1
The following is a DFT calculation (the ωB97M-V functional and the def2-TZVPD basis) of one molecule with the formula C22H23N5O3S in a non-equilibrium geometry.

```
! RIJCOSX wB97M-V def2-TZVPD def2/J DEFGRID3
* xyz 0 1
N -1.49858 1.92221 1.37729
H -3.13364 0.77996 0.92166
H 1.47195 -4.49139 0.51956
H -0.14211 2.85692 -2.87579
H -3.78740 2.76847 -2.37872
C 1.30822 -2.56805 1.23649
C 0.22800 2.02330 -0.37808
N 2.67470 -6.04753 -0.11171
C 2.97959 -7.25552 -0.55233
H 1.64339 0.56854 2.47159
C -1.78062 0.78991 -0.79137
C -4.04538 4.76122 -1.65116
C -2.46512 1.46917 0.40610
C -1.90256 3.72135 -2.02621
H -0.57180 -3.56870 0.95943
C 1.17838 -0.33633 2.11378
C -1.28522 4.90090 -1.62694
C 1.93972 -1.39934 1.66412
C 3.35667 -3.83640 0.62769
C -0.83677 -1.58863 1.72439
C -2.03654 5.99383 -1.23176
C 5.00610 -5.59802 -0.09265
C -3.41916 5.92434 -1.23712
H -4.00634 6.77609 -0.92816
O -0.37682 1.74166 3.58357
H 0.94937 2.69515 -0.84561
C 3.68435 -5.20874 0.12247
H 0.29323 2.87814 1.62898
C 4.30103 -7.63664 -0.76362
H -5.12391 4.70450 -1.67032
C -1.08019 2.51712 -2.42551
H -1.54152 6.90244 -0.92177
H -3.03984 2.33969 0.07237
H -0.20585 4.96619 -1.63099
H -1.62689 1.94469 -3.18177
C -0.20011 -0.43097 2.13235
H -1.91246 -1.64037 1.78262
H 5.82275 -4.91676 0.09789
O -2.44572 0.45572 3.14054
N -0.71622 1.57509 -1.38141
H 2.14931 -7.92301 -0.73725
H 0.76488 1.13342 -0.02663
H -2.52039 0.56110 -1.56024
S -1.18318 0.96459 2.68957
N 2.01563 -3.67218 0.77811
H 4.56200 -8.62178 -1.12340
C -3.29138 3.66987 -2.04566
H -1.33105 -0.15266 -0.45400
H 3.01509 -1.33842 1.64528
C -0.08598 -2.65715 1.27620
O 4.21546 -3.01175 0.85695
H -0.84665 3.68431 0.52776
C -0.42714 2.71789 0.82714
N 5.30672 -6.80740 -0.53371
*
```

Values from the calculation:
**LUMO level**: -0.47 eV
**Energy**: -1749.8351 Eh
**Relative energy (zero: lowest compared OMol25 entry of this formula, charge and spin)**: 70.6 kcal per mole
**Highest occupied orbital energy**: -7.99 eV
**SMILES string**: O=C(Nc1ccc(S(=O)(=O)N2CCN(Cc3ccccc3)CC2)cc1)c1cnccn1

---

# 2
The following is a DFT calculation (the ωB97M-V functional and the def2-TZVPD basis) of one molecule with the formula C22H23N5O5S2 in a non-equilibrium geometry.

```
! RIJCOSX wB97M-V def2-TZVPD def2/J DEFGRID3
* xyz 0 1
O -0.17273 0.05396 2.25990
H 5.37847 -2.04849 -0.33455
O -0.03408 0.57493 -0.11615
H 7.63611 -1.27864 -0.73332
C 6.29319 1.60630 0.42807
C -0.83055 -2.51624 0.17184
C -4.29481 2.09745 0.79270
H 4.26723 1.84455 1.03974
H -1.84545 1.17497 -1.35761
H -4.56325 1.22772 2.73865
C -3.62982 -2.62016 0.10403
H 10.40431 1.08650 -0.84512
H 9.26964 0.07393 -1.77163
S 3.05621 -2.71996 -0.92693
C -2.88201 -3.70603 -0.36872
C -3.05745 1.62978 0.33553
H -0.92974 -4.48532 -0.68015
N -2.06032 1.25452 1.25706
C -5.25095 2.44558 -0.14715
C 2.60841 -1.57837 0.19158
H 9.73198 -0.38867 -0.10851
H -6.21135 2.80163 0.19660
H 2.81016 0.15378 1.16844
H -3.58783 -0.64318 0.86739
H -5.70491 2.76475 -3.49891
C -1.51853 -3.65199 -0.33043
H 1.04100 -1.02393 1.46708
H 1.02741 -3.30762 -0.26882
C 4.65397 -0.15643 0.36717
C 5.62202 -1.02158 -0.12345
N 3.33540 -0.53752 0.64425
H -3.40235 -4.57169 -0.74835
H 6.57358 2.62540 0.64054
H -2.31774 1.30505 2.22936
C -2.80818 1.52674 -1.02536
H -5.58343 2.62275 2.40984
N -5.05174 -2.66142 0.10433
O -5.64613 -1.70758 0.57629
H -3.87029 2.85833 2.75767
N 1.37988 -1.68359 0.77048
C -2.98012 -1.47623 0.55410
H -6.55525 3.65214 -2.22557
C -5.02167 2.33999 -1.51338
O 8.50167 1.27654 -0.26371
H -6.88229 1.94075 -2.47358
N 0.49986 -2.63135 0.30544
C 9.52141 0.45304 -0.77613
C -3.78460 1.87923 -1.93908
C 5.00996 1.16399 0.64853
C 6.91356 -0.57715 -0.34868
S -0.85412 0.17430 0.98806
C -1.60907 -1.40737 0.57534
C -6.10000 2.69936 -2.48868
C -4.59045 2.20810 2.26041
O -5.59267 -3.64594 -0.36203
H -3.57646 1.79024 -2.99471
C 7.26493 0.74019 -0.07969
*
```

Values from the calculation:
**LUMO level**: -0.51 eV
**Energy**: -2298.3788 Eh
**Relative energy (zero: lowest compared OMol25 entry of this formula, charge and spin)**: 93.0 kcal per mole
**Highest occupied orbital energy**: -7.84 eV
**SMILES string**: COc1ccc(NC(=S)NNc2ccc([N+](=O)[O-])cc2S(=O)(=O)Nc2ccc(C)cc2C)cc1